Density functional theory data (ωB97M-V/def2-TZVPD) for a molecular structure, C12H21I2LuN2O.

Results
**HOMO level (spin up / spin down)**: 2.197 / 2.196 eV
**Frontier orbital gap (spin up / spin down)**: 2.421 / 2.422 eV
**Energy**: -67631.1275 eV
**Total charge**: -2
**ΔE to the lowest compared entry with this formula, charge and spin**: 0.0 kcal per mole

```
39
Properties=species:S:1:pos:R:3:mulliken_charge:R:1
C 0.53800 0.33438 -2.96952 -1.708
I -2.09540 -0.84834 -1.23451 -0.543
H 1.22668 0.72846 -3.72998 0.568
H -0.40337 0.90101 -2.96457 0.270
H 0.28970 -0.70668 -3.19628 0.250
C -1.77263 4.26842 -0.04603 -0.577
C -0.60834 2.38766 -0.39951 -0.426
N -1.65732 2.93190 0.26278 0.421
H -0.49112 5.46604 -1.38904 0.415
I 1.77063 1.52538 1.76321 -0.597
N -0.05496 3.39987 -1.09419 0.458
H -2.54155 4.87988 0.37163 0.421
Lu -0.00232 0.29836 0.08572 -0.557
C 1.27504 0.36421 -1.73265 1.260
O 2.45617 0.33461 -1.48511 -0.683
C -0.76829 4.55672 -0.90606 -0.444
C 1.17386 3.32437 -1.86285 -0.880
H 1.53314 4.35084 -2.02974 0.290
H 1.01791 2.84274 -2.84148 0.246
H 1.94263 2.77651 -1.30026 0.305
C -2.44622 2.27098 1.28311 -0.776
H -3.47530 2.66699 1.26671 0.305
H -2.01366 2.44770 2.28658 0.282
H -2.48628 1.18306 1.09101 0.231
C -0.89871 -4.05830 1.03987 -1.952
C 0.38990 -3.27682 1.25677 2.451
C 0.71612 -3.22720 2.76053 -1.741
C 1.55192 -3.96579 0.51912 -1.763
C 0.26612 -1.86226 0.76261 -0.606
H -0.79441 -5.08388 1.42515 0.426
H -1.14802 -4.11071 -0.02487 0.360
H -1.72890 -3.57776 1.56810 0.352
H 0.84315 -4.23926 3.17991 0.383
H 1.64461 -2.67409 2.95753 0.340
H -0.08706 -2.72920 3.31813 0.382
H 1.35747 -4.01814 -0.55983 0.394
H 2.49947 -3.42754 0.66273 0.335
H 1.70189 -4.99547 0.88853 0.387
H 1.27945 -1.43862 1.01671 -0.280
```

Density functional theory data (ωB97M-V/def2-TZVPD) for 2 unconnected molecules or ions with the total composition C12H21N2O.

Results
**HOMO level**: -1.175 eV
**Frontier orbital gap**: 4.045 eV
**Energy**: -17810.5301 eV
**Total charge**: -1

```
36
Properties=species:S:1:pos:R:3:mulliken_charge:R:1
C 3.22758 1.74273 -0.41006 -1.308
C 1.72399 1.91123 -0.66529 1.128
C 1.24256 1.81075 -1.97107 -0.753
C -0.13561 1.99364 -2.15958 -0.739
C -0.99225 2.27238 -1.06665 0.644
C -2.47140 2.42883 -1.41717 -0.319
N -3.06531 3.60300 -0.80363 -0.889
C -0.50552 2.37011 0.21341 -0.840
C 0.87141 2.17074 0.39855 -0.221
H 3.76876 1.81736 -1.36355 0.343
H 3.54907 2.61760 0.17463 0.337
H 3.45976 0.80417 0.10574 0.216
H 1.87006 1.58987 -2.83573 0.254
H -0.57654 1.94163 -3.15409 0.191
H -2.57690 2.50851 -2.53128 0.188
H -2.95409 1.46406 -1.11419 0.196
H -4.05760 3.37808 -0.69519 0.028
H -1.12721 2.59150 1.07702 0.225
H 1.27652 2.21922 1.41261 0.331
C -1.49767 -3.20514 0.47458 -1.464
C -0.11981 -2.83882 -0.06988 0.312
C 0.97982 -2.82131 1.00683 -0.731
O 0.97194 -1.68140 1.84310 -0.328
C 0.04902 -1.72812 2.91258 -0.694
N -0.21838 -1.56391 -0.77636 -0.572
H -1.96099 -2.38006 1.01493 0.266
H -2.16832 -3.46532 -0.34511 0.362
H -1.44073 -4.06680 1.14585 0.361
H 0.15644 -3.61032 -0.79716 0.439
H 1.94750 -2.79698 0.49683 0.333
H 0.96516 -3.74201 1.60865 0.422
H -0.06634 -2.74281 3.30791 0.323
H -0.92111 -1.33250 2.60398 0.240
H 0.42884 -1.08601 3.70810 0.245
H 0.66909 -1.36574 -1.23135 0.277
H -0.30174 -0.80819 -0.09796 0.195
```

Density functional theory data (ωB97M-V/def2-TZVPD) for 2 unconnected molecules or ions with the total composition C12H21N2O.

Results
**HOMO level (spin up / spin down)**: -7.650 / -11.229 eV
**Frontier orbital gap (spin up / spin down)**: 4.846 / 3.101 eV
**Energy**: -17801.5844 eV
**⟨S²⟩**: 2.02
**Total charge**: +1
**2S+1**: 3

```
36
Properties=species:S:1:pos:R:3:lowdin_spin:R:1
C 3.85948 2.75041 -2.05330 0.065
C 3.07364 2.05363 -2.95959 -0.003
C 3.66157 2.57823 -0.69229 -0.003
C 2.10938 1.17388 -2.51060 0.062
C 2.67680 1.72479 -0.23149 0.061
C 1.89156 1.00251 -1.13759 0.047
C -0.22678 1.49182 0.92444 0.024
C -3.21374 -1.68849 0.27656 0.060
C -1.92406 -2.39630 2.16908 0.060
C -3.14270 -0.33882 2.25210 0.061
C 0.94797 -1.33491 -1.27498 0.061
C 0.91381 0.03318 -0.66331 0.402
N 0.02900 0.24968 0.25339 0.251
N -2.39996 -1.25639 1.40143 0.644
O -0.00433 -2.15610 -0.66221 -0.002
H 4.62468 3.42290 -2.40749 0.004
H 3.21638 2.19048 -4.01997 -0.002
H 4.27889 3.10930 0.01519 -0.002
H 1.48987 0.65185 -3.22301 0.002
H 2.55826 1.57020 0.82931 0.003
H 0.16030 2.33422 0.35159 0.003
H -1.30119 1.59725 1.06329 0.003
H 0.23847 1.49451 1.91293 0.010
H -4.10829 -2.23861 0.59388 0.036
H -3.53044 -0.81661 -0.29456 0.005
H -2.61734 -2.33363 -0.36550 0.005
H -1.29497 -2.04296 2.98489 0.005
H -2.74614 -2.98466 2.59528 0.035
H -1.33294 -3.03996 1.52043 0.005
H -2.49668 0.01521 3.05462 0.005
H -3.47912 0.51326 1.66203 0.005
H -4.02499 -0.81015 2.70286 0.035
H 0.76501 -1.23634 -2.35597 0.020
H 1.96775 -1.73388 -1.15753 0.018
H -0.62059 -0.52244 0.51756 0.015
H 0.00145 -3.02707 -1.07147 0.000
```

Density functional theory data (ωB97M-V/def2-TZVPD) for a single C12H21N3O3 molecule.

Results
**HOMO level**: -9.130 eV
**Frontier orbital gap**: 9.635 eV
**Energy**: -23398.3651 eV
**ΔE to the lowest compared entry with this formula, charge and spin**: 0.0 kcal per mole

```
39
Properties=species:S:1:pos:R:3:mulliken_charge:R:1
C 0.21044 3.00825 -4.06626 -1.099
C 0.05616 1.64741 -4.73545 -0.361
C 1.33864 0.81421 -4.71481 -0.854
C 1.85044 0.45164 -3.31988 -0.523
C 0.88197 -0.43454 -2.53984 -0.981
C 1.48403 -0.92322 -1.22525 0.608
C 1.64277 0.13261 -0.13569 -1.266
C 1.37087 -0.65870 1.16265 0.399
C 0.62946 0.15690 2.19082 0.408
C 1.43024 1.14324 2.99718 -1.722
N -0.62058 -0.04172 2.27313 -0.154
N -1.41237 0.61079 3.12808 -0.118
C -2.76744 0.30466 3.21527 0.430
N -3.16127 -0.63841 2.33715 -0.292
O -3.47516 0.88235 4.00827 -0.644
O 0.60123 -1.78877 0.77567 -0.364
C 0.59817 -1.96815 -0.55063 0.152
O -0.01096 -2.84625 -1.08687 -0.599
H 0.38065 2.90495 -2.99759 0.224
H 1.04839 3.55183 -4.49780 0.292
H -0.69051 3.60095 -4.20685 0.372
H -0.75311 1.09381 -4.25725 0.274
H -0.22882 1.80001 -5.77905 0.358
H 2.12287 1.36944 -5.23558 0.363
H 1.16245 -0.10868 -5.27224 0.339
H 2.79840 -0.08041 -3.43510 0.390
H 2.05418 1.36192 -2.75402 0.265
H 0.61983 -1.31015 -3.13728 0.382
H -0.03894 0.10987 -2.32547 0.302
H 2.44305 -1.41461 -1.43023 0.384
H 2.62479 0.59921 -0.12429 0.356
H 0.88308 0.90760 -0.25420 0.394
H 2.31041 -1.02691 1.60001 0.407
H 1.01461 2.14578 2.89271 0.411
H 1.40381 0.87470 4.05376 0.442
H 2.46476 1.15912 2.66913 0.391
H -1.06267 1.30748 3.78033 0.193
H -2.46078 -1.11289 1.79134 0.243
H -4.10140 -0.98557 2.38126 0.203
```